Record 1
This record from OMol25 describes a single C2H6OS2 molecule. The level of theory is ωB97M-V/def2-TZVPD.

Results
- Kohn-Sham gap (eV) = 8.12
- highest occupied orbital energy (eV) = -8.2
- SMILES = CC=[S@H](=O)S
- energy (eV) = -25885.0957
- relative energy (zero: lowest compared OMol25 entry of this formula, charge and spin) (eV) = 3.601
- LUMO (eV) = -0.1

Geometry (Å):
1 C -0.23766 -1.20970 0.78321
2 C 0.23891 0.27869 0.77514
3 O 1.11075 2.27885 -0.76341
4 S -1.28665 0.91585 -1.67863
5 S 0.60478 0.92349 -0.74568
6 H -0.25166 -1.59777 1.89242
7 H -1.11962 -1.42759 0.11188
8 H 0.54872 -1.86079 0.36543
9 H 0.88752 0.66526 1.57122
10 H -1.76881 0.90403 -0.49714
11 H 1.27373 0.12967 -1.81441



Record 2
This record from OMol25 describes 2 unconnected molecules or ions with the total composition C2H6OS2. The level of theory is ωB97M-V/def2-TZVPD.

Results
- Kohn-Sham gap (eV) = 9.88
- highest occupied orbital energy (eV) = -9.5
- SMILES = CC=O.SS
- energy (eV) = -25887.9891
- relative energy (zero: lowest compared OMol25 entry of this formula, charge and spin) (eV) = 0.707
- LUMO (eV) = 0.4

Geometry (Å):
1 S -3.79088 -0.15210 -2.34856
2 S -2.06124 0.16424 -1.37205
3 H -3.86315 -1.33680 -2.97826
4 H -1.48967 1.06607 -2.24505
5 O 2.07152 1.71522 0.51274
6 C 1.66939 0.96669 1.34266
7 C 1.60422 -0.56852 1.15550
8 H 1.38361 1.28038 2.34123
9 H 1.48591 -1.06136 2.19474
10 H 2.37544 -1.09861 0.70010
11 H 0.61486 -0.97520 0.69695



Record 3
This record from OMol25 describes 2 unconnected molecules or ions with the total composition C2H6OS2. The level of theory is ωB97M-V/def2-TZVPD.

Results
- Kohn-Sham gap (eV) = 8.84
- highest occupied orbital energy (eV) = -8.6
- SMILES = CC=O.SS
- energy (eV) = -25887.8672
- relative energy (zero: lowest compared OMol25 entry of this formula, charge and spin) (eV) = 0.829
- LUMO (eV) = 0.3

Geometry (Å):
1 S 2.05166 0.05464 0.77739
2 S 2.32975 0.61970 -1.22597
3 H 1.02883 -0.85367 0.46959
4 H 1.70864 -0.46379 -1.58191
5 O -2.28625 -1.44708 0.23696
6 C -2.64490 -0.31744 0.10104
7 C -3.96215 0.35986 0.69562
8 H -2.26539 0.27559 -0.69924
9 H -4.70119 -0.31743 1.14477
10 H -3.55249 1.08864 1.34229
11 H -4.38861 0.80333 -0.17380



Record 4
This record from OMol25 describes a gas-phase ion, C2H6S (charge +1). The level of theory is ωB97M-V/def2-TZVPD.

Results
- Kohn-Sham gap (spin up / spin down) (eV) = 13.15 / 9.28
- ⟨S²⟩ = 0.753
- highest occupied orbital energy (spin up / spin down) (eV) = -16.6 / -17.9
- total charge = +1
- spin multiplicity = 2
- energy (eV) = -12997.6889
- relative energy (zero: lowest compared OMol25 entry of this formula, charge and spin) (eV) = 0.000
- LUMO (spin up / spin down) (eV) = -3.5 / -8.6

Geometry (Å):
1 C 0.01888 -0.62554 -1.21196
2 S 0.03216 -1.00091 0.50570
3 C 0.00568 0.62115 1.27622
4 H 0.97500 -0.18465 -1.46353
5 H -0.76846 0.06916 -1.52829
6 H -0.07309 -1.57473 -1.72152
7 H 0.48104 1.29845 0.56260
8 H -1.07275 0.85082 1.30496
9 H 0.40155 0.54624 2.27584